This record from the Open Molecules 2025 dataset describes one molecule with the formula C4H10N2OS. The level of theory is wB97M-V/def2-TZVPD.

Computed properties:
Energy above the lowest of the compared OMol25 structures with the same formula, charge and spin ... 5.9031 eV
HOMO level ... -8.90 eV
Structure (SMILES) ... [H]/N=C(\SC)N(C)OC

ORCA input file:
```
! RIJCOSX wB97M-V def2-TZVPD def2/J DEFGRID3
* xyz 0 1
H 0.0379 1.0800 1.9807
N -0.2968 1.0143 1.0596
C 0.0867 0.0149 0.3575
S 1.1983 -1.3885 1.0328
C 1.0713 -1.2795 2.7387
N -0.0413 -0.0908 -1.0061
C 0.6247 -0.9249 -1.9050
O -0.2878 1.2264 -1.3778
C -1.6188 1.7723 -1.4098
H -0.0979 -1.0602 2.7604
H 1.7980 -0.5150 3.3842
H 1.2582 -2.3163 3.1389
H 0.9910 -1.7908 -1.2481
H -0.2238 -1.3906 -2.7421
H 1.4952 -0.4117 -2.3369
H -2.3269 0.9972 -1.6301
H -1.5564 2.6078 -2.3099
H -2.1116 2.4554 -0.4871
*
```

These are the Löwdin partial charges, in e, on atoms 1 to 5: number 1, H, carries 0.02; number 2, N, carries 0.12; number 3, C, carries -0.57; number 4, S, carries 0.82; number 5, C, carries -0.54